ORCA calculation (wB97M-V/def2-TZVPD) on a structure of composition C47H79FIO27PS3 at a distorted geometry.

The geometry in ORCA input format:
```
! wB97M-V def2-TZVPD RIJCOSX def2/J DEFGRID3
* xyz 0 1
C -0.02 4.09 6.96
C 1.26 3.77 5.98
C 2.03 2.36 6.34
C 1.04 1.15 6.84
C 0.22 0.44 5.57
C -1.20 -0.17 6.12
C -2.41 -0.21 4.98
C -2.65 1.30 4.34
C -4.21 1.63 3.96
C -4.93 2.78 4.89
C -4.00 4.15 5.02
C -3.56 4.69 3.54
C -1.95 4.63 3.22
C -1.82 4.61 1.55
C -0.22 4.61 1.17
C 0.19 3.39 0.09
C -0.83 3.27 -1.19
P -1.27 4.98 -1.97
O -0.04 6.22 -1.64
O -2.83 5.57 -1.34
S -1.47 4.97 -3.90
C -0.38 2.13 -2.30
I 0.41 0.27 -1.36
S -1.89 1.49 -3.28
O -3.18 2.29 -2.95
O -2.11 -0.05 -3.07
F -1.52 1.83 -4.94
O 0.71 2.60 -3.16
S 1.94 3.41 -2.32
O 3.26 2.57 -2.54
O 2.21 4.77 -3.07
C 1.71 3.58 -0.48
C 2.77 2.59 0.36
C 4.29 3.27 0.44
C 5.45 2.09 0.37
C 6.87 2.62 -0.32
O 7.51 3.74 0.08
O 7.52 1.81 -1.40
H 0.17 3.75 8.08
H -0.95 3.55 6.50
H -0.28 5.25 6.97
H 2.06 4.64 6.11
H 0.91 3.81 4.84
H 2.68 2.02 5.39
H 2.81 2.55 7.21
H 0.33 1.43 7.72
H 1.75 0.28 7.25
H 0.88 -0.43 5.15
H 0.12 1.26 4.74
H -1.05 -1.28 6.48
H -1.56 0.48 7.03
H -3.38 -0.66 5.46
H -2.04 -1.00 4.17
H -2.03 1.34 3.35
H -2.16 2.06 5.10
H -4.24 1.88 2.81
H -4.84 0.63 4.12
H -5.23 2.40 5.95
H -5.94 3.07 4.32
H -3.04 4.01 5.67
H -4.67 4.98 5.53
H -4.15 4.11 2.68
H -3.87 5.84 3.45
H -1.48 5.67 3.56
H -1.39 3.70 3.65
H -2.27 5.64 1.20
H -2.42 3.67 1.21
H 0.34 4.29 2.17
H 0.22 5.65 0.88
H 0.21 2.42 0.78
H -1.86 2.87 -0.74
H -0.61 6.99 -1.28
H -3.24 4.71 -0.97
H 2.06 4.69 -0.19
H 2.38 2.52 1.47
H 2.92 1.55 -0.16
H 4.41 3.89 -0.57
H 4.38 3.97 1.38
H 5.64 1.62 1.44
H 5.11 1.17 -0.31
H 6.82 1.13 -1.71
C 10.26 -2.44 -3.01
C 8.76 -2.43 -2.77
C 8.21 -1.07 -2.48
O 7.03 -1.38 -1.75
C 7.27 -2.57 -1.12
O 6.56 -3.06 -0.26
O 8.43 -3.14 -1.58
H 10.49 -2.11 -4.02
H 10.79 -1.79 -2.31
H 10.66 -3.45 -2.86
H 8.24 -2.91 -3.60
H 7.96 -0.51 -3.39
H 8.85 -0.45 -1.84
C -3.00 -5.03 -4.55
C -3.34 -4.45 -3.19
C -2.43 -3.34 -2.76
O -2.54 -3.39 -1.35
C -2.84 -4.69 -1.04
O -2.85 -5.15 0.09
O -3.14 -5.40 -2.17
H -3.37 -4.38 -5.35
H -1.92 -5.14 -4.68
H -3.44 -6.02 -4.67
H -4.39 -4.14 -3.17
H -2.74 -2.36 -3.14
H -1.37 -3.51 -3.02
C -4.51 -10.79 -5.30
C -4.03 -9.95 -6.47
C -2.63 -10.26 -6.91
O -2.24 -9.05 -7.53
C -2.95 -8.06 -6.91
O -2.75 -6.87 -7.06
O -3.93 -8.58 -6.11
H -4.82 -11.78 -5.63
H -3.73 -10.91 -4.54
H -5.36 -10.31 -4.80
H -4.75 -10.02 -7.29
H -2.59 -11.09 -7.62
H -1.95 -10.46 -6.08
C -7.81 -2.39 8.27
C -7.08 -1.31 7.50
C -5.69 -1.68 7.10
O -5.07 -0.41 6.96
C -5.73 0.43 7.81
O -5.36 1.56 8.10
O -6.86 -0.16 8.31
H -8.19 -3.16 7.59
H -7.15 -2.87 9.00
H -8.65 -1.97 8.83
H -7.68 -0.99 6.64
H -5.65 -2.23 6.15
H -5.14 -2.24 7.86
C 6.00 -8.20 -1.61
C 7.42 -7.84 -2.00
C 8.18 -7.13 -0.92
O 9.16 -6.43 -1.67
C 8.60 -6.19 -2.90
O 9.08 -5.45 -3.75
O 7.44 -6.89 -3.05
H 5.98 -9.09 -0.98
H 5.51 -7.38 -1.06
H 5.39 -8.38 -2.50
H 7.94 -8.74 -2.35
H 8.66 -7.82 -0.22
H 7.58 -6.40 -0.37
C -1.15 7.54 -6.83
C -2.52 7.32 -7.44
C -2.56 6.27 -8.50
O -3.69 6.65 -9.27
C -3.80 8.01 -9.13
O -4.55 8.72 -9.78
O -2.95 8.47 -8.15
H -0.92 6.76 -6.10
H -0.37 7.52 -7.60
H -1.09 8.52 -6.35
H -3.25 7.13 -6.65
H -2.69 5.26 -8.10
H -1.68 6.28 -9.16
*
```

Values from the calculation:
* DFT total energy: -157902.314 eV
* lowest unoccupied orbital energy: -1.8 eV
* largest force on an atom: 0.19913 Eh/bohr
* HOMO: -9.328 eV